{
  "formula": "C3H10O3",
  "method": "ωB97M-V/def2-TZVPD",
  "e_lumo_ev": 0.39,
  "total_energy_ha": -345.9415,
  "smiles": "C/C=C/O.O.O",
  "homo_ev": -8.934,
  "gap_ev": 9.33,
  "total_charge": 0,
  "spin_multiplicity": 1,
  "symbols": ["C", "C", "C", "O", "H", "H", "H", "H", "H", "H", "H", "H", "O", "H", "H", "O"],
  "positions_angstrom": [[-0.00991, -4.06708, -0.74944], [-0.18202, -2.62559, -0.48508], [0.71633, -1.67222, -0.73598], [0.57962, -0.40975, -0.21854], [-0.70628, -4.59696, -1.37443], [-0.17687, -4.56853, 0.19379], [0.90151, -4.32131, -1.21876], [-1.08234, -2.29900, -0.17031], [1.50999, -1.50950, -1.51038], [0.43644, 0.24484, -0.97587], [1.83626, 5.13879, 2.40315], [0.85338, 4.43232, 3.28562], [1.60796, 5.03912, 3.36894], [-2.19912, 1.39369, -0.80805], [-2.79658, 2.87033, -1.26943], [-2.40292, 2.04620, -1.49194]],
  "mulliken_charge": [-1.136, -0.152, -0.217, -0.491, 0.327, 0.283, 0.334, 0.424, 0.308, 0.318, 0.324, 0.319, -0.643, 0.333, 0.314, -0.645]
}

{
  "formula": "C3H10O3S",
  "method": "ωB97M-V/def2-TZVPD",
  "e_lumo_ev": [-4.21, -9.29],
  "total_energy_ha": -743.8327,
  "homo_ev": [-13.591, -13.591],
  "gap_ev": [9.38, 4.30],
  "total_charge": 1,
  "spin_multiplicity": 2,
  "symbols": ["O", "C", "C", "C", "S", "H", "H", "H", "H", "H", "H", "H", "H", "O", "H", "H", "O"],
  "positions_angstrom": [[-2.06874, 0.00424, -0.73922], [-0.93165, 0.00462, -1.08077], [0.20173, 0.27652, -0.07761], [-0.18315, -0.29860, 1.27104], [1.21665, -0.91700, 2.17602], [-0.57538, -0.27986, -2.07749], [0.44682, 1.33992, 0.00440], [1.08720, -0.18018, -0.51309], [-0.56941, 0.47066, 1.97616], [-0.98801, -1.01647, 1.20121], [0.54576, -1.75232, 2.98905], [-5.43076, 1.98484, 0.09409], [-6.30139, 1.06116, 0.95040], [-5.46099, 1.09631, 0.48425], [6.01131, -0.47878, -2.93312], [6.41835, -1.00876, -1.54640], [6.58166, -0.30629, -2.17894]],
  "mulliken_charge": [-0.399, -0.042, -0.563, -0.513, 0.246, 0.351, 0.355, 0.401, 0.439, 0.427, 0.292, 0.317, 0.317, -0.628, 0.321, 0.311, -0.632]
}

{
  "formula": "C3H10O4",
  "method": "ωB97M-V/def2-TZVPD",
  "e_lumo_ev": -3.46,
  "total_energy_ha": -421.0686,
  "homo_ev": -8.413,
  "gap_ev": 4.96,
  "total_charge": 0,
  "spin_multiplicity": 1,
  "symbols": ["O", "C", "O", "C", "C", "H", "H", "H", "H", "H", "H", "H", "H", "O", "H", "H", "O"],
  "positions_angstrom": [[-2.74034, 0.28611, 0.88893], [0.97054, -0.78892, 0.32955], [0.72799, -1.61683, -0.49682], [1.35063, 0.57248, -0.07941], [1.97417, 0.69955, -1.37653], [-0.36406, 1.52396, -0.56326], [0.80606, -1.10721, 1.36403], [1.41397, 1.29629, 0.72127], [1.70710, 1.67164, -1.79179], [3.05555, 0.76749, -1.34290], [1.64994, -0.13192, -2.01080], [-1.68067, 0.61546, -0.19961], [-0.98510, -2.03054, 0.88737], [-1.42809, -1.81134, 1.69985], [-3.65684, 0.42703, 1.12104], [-2.03737, -1.01056, 1.54002], [-0.76349, 0.63731, -0.69095]],
  "mulliken_charge": [-0.984, -0.106, -0.443, -0.057, -0.891, 0.340, 0.521, 0.507, 0.326, 0.378, 0.338, 0.386, 0.291, -0.732, 0.182, 0.466, -0.520]
}

{
  "formula": "C3H10O4",
  "method": "ωB97M-V/def2-TZVPD",
  "e_lumo_ev": 0.49,
  "total_energy_ha": -421.1959,
  "smiles": "O=CCCO.O.O",
  "homo_ev": -10.372,
  "gap_ev": 10.86,
  "total_charge": 0,
  "spin_multiplicity": 1,
  "symbols": ["O", "C", "C", "C", "O", "H", "H", "H", "H", "H", "H", "H", "H", "O", "H", "H", "O"],
  "positions_angstrom": [[-0.35134, -0.41297, -1.59354], [-1.24043, -0.83503, -0.90590], [-0.93512, -0.60646, 0.56923], [-0.47010, 0.74414, 0.95376], [0.93808, 0.88097, 0.82845], [-2.22314, -1.30353, -1.32865], [-1.60716, -0.89411, 1.26671], [-0.09923, -1.28032, 0.85400], [-0.96001, 1.49869, 0.36022], [-0.57846, 0.87493, 2.09762], [1.24901, 0.54642, 0.04474], [1.71962, 0.87247, 4.87476], [1.48009, -0.51887, 5.53166], [1.21984, 0.43487, 5.63921], [0.60818, 0.27502, -4.95339], [0.05428, -1.17417, -5.47549], [0.22225, -0.24193, -5.74597]],
  "mulliken_charge": [-0.432, 0.075, -0.681, -0.294, -0.513, 0.304, 0.468, 0.264, 0.247, 0.260, 0.303, 0.334, 0.324, -0.659, 0.332, 0.318, -0.648]
}

Summary of energy relative to the best compared isomer or geometry (same formula, charge and spin) in kcal per mole
45.8 13.2 135.8 55.9
(order as listed above)